149
Properties=species:S:1:pos:R:3:forces:R:3 method="wB97M-V/def2-TZVPD" total_charge=+1 energy_ha=-3521.763184 gap_ev=7.05
C 3.7598 -5.0958 -1.0278 -1.108 0.151 -0.130
C 2.2589 -4.8973 -0.6283 1.815 -0.270 0.052
O 2.0244 -3.4937 -0.6236 -0.645 0.037 -0.262
C 0.6504 -3.1433 -0.5789 0.355 -0.309 0.156
C 0.2121 -2.5846 0.7995 -0.748 -0.434 -0.942
C -0.7915 -1.4123 0.6265 0.091 -0.275 1.135
C -0.3001 -0.0939 1.2703 -0.662 0.579 -0.920
C 0.2567 0.8815 0.2024 -0.194 -0.654 -0.358
C -0.8957 1.5304 -0.6109 0.467 -0.370 0.515
C -1.2305 2.8447 0.1157 0.424 -1.000 0.186
N -2.2775 3.7148 -0.6033 1.161 -0.535 0.429
Cl -1.3715 5.0143 -1.3591 -0.275 0.290 0.139
C -3.2363 4.1956 0.4558 -1.279 1.022 0.522
C -4.0139 5.4596 0.1730 -0.239 -0.497 -0.326
C -3.4843 6.7281 0.2904 1.682 -0.158 0.553
C -4.2001 7.8692 0.0419 -0.087 0.570 -0.121
C -5.5206 7.7606 -0.3443 -0.165 0.513 -0.080
C -6.0781 6.5084 -0.4305 -1.044 -0.048 -0.345
C -5.3445 5.3763 -0.1757 -0.597 -0.621 -0.043
C -2.8728 2.8939 -1.7170 -0.686 0.033 -1.582
C -3.8784 3.6612 -2.6201 -0.407 -0.372 0.125
C -5.2777 3.0027 -2.5348 0.330 -0.110 -0.620
O -6.2655 3.8796 -3.0390 0.064 0.097 0.431
C -1.7848 2.3066 -2.6772 -0.376 -0.388 0.810
N -0.6251 1.6857 -2.0263 0.105 0.572 0.115
C 0.6529 2.3056 -2.3296 0.928 0.184 -1.078
C 0.9675 2.3822 -3.8526 -0.457 1.121 0.497
C 2.4863 2.4716 -4.1356 -0.999 0.249 -0.149
C 3.2763 3.2569 -3.0880 1.062 -0.693 -0.130
C 4.7787 3.1509 -3.4235 -0.208 0.698 0.157
C 5.6486 3.8858 -2.3964 0.862 -0.846 -0.226
C 5.7175 3.0918 -1.0662 -0.529 0.749 -0.192
S 7.4292 2.9811 -0.4664 0.456 0.191 0.317
C 7.1085 2.8694 1.2532 -0.694 -0.208 -0.416
N 5.9180 2.7253 1.7186 -0.408 -0.005 0.155
N 6.0469 2.6970 3.0922 -0.744 -0.242 0.480
C 7.2832 2.8030 3.3629 -0.060 0.004 -0.312
O 8.0351 2.9118 2.2267 0.743 0.168 0.039
H 3.7818 -5.7017 -1.9431 0.359 0.038 0.426
H 4.3147 -5.5649 -0.2154 0.088 -0.011 -0.232
H 4.1558 -4.1017 -1.2535 0.134 -0.178 0.105
H 1.6663 -5.4446 -1.3720 -0.366 0.360 0.222
H 2.1097 -5.3166 0.3761 -0.308 0.003 -0.207
H 0.0705 -4.0441 -0.8261 -0.121 0.237 0.087
H 0.4371 -2.4247 -1.3838 0.256 0.075 0.197
H -0.3148 -3.4069 1.2967 0.184 0.191 0.188
H 1.0656 -2.3366 1.4347 0.051 0.161 -0.331
H -1.0744 -1.2651 -0.4238 0.253 -0.005 0.069
H -1.7207 -1.7114 1.1271 0.089 0.147 -0.082
H 0.4521 -0.2667 2.0406 -0.343 0.004 -0.037
H -1.1918 0.3918 1.6960 0.364 -0.027 0.433
H 0.9220 1.6339 0.6387 0.004 -0.114 -0.108
H 0.8127 0.2715 -0.5193 0.219 0.231 0.178
H -1.7130 0.8013 -0.5255 -0.169 0.406 0.005
H -1.5736 2.5599 1.1144 -0.380 0.340 -0.192
H -0.3273 3.4380 0.2574 -0.203 0.105 -0.184
H -3.9643 3.3919 0.6129 0.322 -0.135 -0.235
H -2.7409 4.3366 1.4201 0.607 -0.178 -0.459
H -2.4428 6.8225 0.5961 -0.158 0.064 -0.013
H -3.7237 8.8383 0.1388 -0.057 -0.096 0.013
H -6.1149 8.6375 -0.5768 0.086 -0.059 0.077
H -7.1166 6.3869 -0.7262 0.085 0.129 0.064
H -5.8760 4.4309 -0.2611 0.329 -0.069 0.054
H -3.4576 2.1005 -1.2413 0.503 0.031 0.350
H -3.9100 4.7390 -2.4476 -0.117 -0.174 0.237
H -3.5783 3.5323 -3.6644 0.178 0.197 0.175
H -5.2370 2.1327 -3.2099 -0.061 -0.072 0.352
H -5.4953 2.6153 -1.5298 -0.081 0.306 -0.059
H -7.0558 3.8109 -2.4940 -0.034 -0.005 -0.175
H -2.3216 1.5173 -3.2234 -0.080 0.335 -0.124
H -1.5411 3.1086 -3.3748 0.363 -0.251 0.021
H 0.7673 3.3407 -1.9596 -0.169 -0.208 0.205
H 1.4967 1.7559 -1.9046 -0.579 -0.300 0.343
H 0.5318 3.3380 -4.1877 0.004 -0.245 -0.170
H 0.4438 1.6059 -4.4183 0.323 -0.147 0.147
H 2.8664 1.4587 -4.3044 0.266 0.175 0.298
H 2.5979 3.0177 -5.0807 0.094 -0.298 0.008
H 3.1815 2.8378 -2.0777 -0.245 0.080 -0.151
H 2.9893 4.3141 -3.0312 -0.123 -0.147 -0.148
H 5.0618 2.0917 -3.4484 0.015 0.141 -0.062
H 4.9832 3.5735 -4.4151 -0.151 -0.127 0.069
H 5.3119 4.9158 -2.2499 0.015 -0.145 0.111
H 6.6683 3.9395 -2.8027 -0.197 0.167 -0.038
H 5.3105 2.0905 -1.2242 0.118 0.052 0.264
H 5.1260 3.6199 -0.3177 0.117 -0.382 0.122
H 7.6987 2.8162 4.3574 0.442 0.031 -0.287
C 3.9381 -1.4198 3.6477 -0.236 0.091 0.024
C 3.1276 -0.2564 3.1076 0.430 0.101 0.159
O 3.2488 0.8926 3.9393 -0.220 -0.066 -0.009
H 3.6116 -1.6742 4.6572 -0.063 -0.016 -0.030
H 3.8342 -2.3004 3.0119 0.098 -0.009 0.001
H 4.9933 -1.1603 3.7087 0.005 -0.044 -0.121
H 2.0677 -0.5153 3.0675 0.093 0.097 0.111
H 3.4600 0.0042 2.0950 -0.098 -0.135 -0.095
H 4.1828 1.1351 3.9693 -0.061 0.167 -0.065
C -7.1112 3.4893 3.6060 -0.034 0.023 0.056
C -8.2594 3.7705 2.6552 0.476 0.004 -0.081
O -8.1937 5.1085 2.1600 -0.202 0.015 0.077
H -7.1309 4.1859 4.4444 -0.044 -0.032 0.010
H -7.1640 2.4711 3.9939 0.036 0.007 -0.010
H -6.1495 3.6214 3.0997 -0.004 -0.074 -0.030
H -9.2142 3.6588 3.1660 -0.021 0.043 -0.056
H -8.2401 3.0776 1.8077 -0.135 -0.114 0.088
H -7.3556 5.2082 1.6972 -0.019 0.116 0.020
C 1.9937 -7.2037 -5.4110 -0.020 0.066 0.005
C 3.4278 -7.2505 -4.9163 -0.243 -0.318 0.094
O 3.4777 -7.4927 -3.5127 0.056 0.177 -0.063
H 1.4371 -6.4228 -4.8902 0.047 0.041 -0.030
H 1.9547 -7.0077 -6.4838 -0.028 -0.032 0.006
H 1.4853 -8.1500 -5.2113 0.037 -0.031 -0.087
H 3.9256 -6.2987 -5.0983 0.061 -0.019 0.118
H 3.9866 -8.0373 -5.4329 0.032 0.106 -0.133
H 3.0486 -8.3380 -3.3465 0.040 0.007 0.073
C 8.3212 -3.9769 1.9836 -0.008 -0.060 0.015
C 6.9036 -3.4528 2.1165 0.309 0.240 0.087
O 6.6685 -2.9319 3.4231 -0.045 -0.183 0.004
H 8.5085 -4.7579 2.7212 -0.047 -0.034 -0.033
H 8.4968 -4.3850 0.9870 0.029 0.022 0.007
H 9.0463 -3.1799 2.1663 -0.007 0.022 -0.095
H 6.1834 -4.2538 1.9540 -0.083 0.056 0.090
H 6.7145 -2.6637 1.3801 -0.046 -0.122 -0.123
H 7.2956 -2.2165 3.5681 0.035 -0.050 0.033
C -10.9022 6.2466 -0.2672 0.027 0.030 -0.047
C -11.8090 5.3670 0.5746 0.307 0.115 0.185
O -11.0559 4.3816 1.2750 -0.150 -0.152 -0.059
H -10.3445 5.6405 -0.9842 -0.080 -0.023 -0.034
H -11.4781 6.9957 -0.8130 0.029 0.008 0.002
H -10.1705 6.7583 0.3627 -0.069 0.049 0.031
H -12.5246 4.8414 -0.0561 0.013 -0.088 0.076
H -12.3655 5.9706 1.2984 -0.110 0.054 -0.125
H -10.4294 4.8452 1.8415 0.065 0.069 -0.139
C 4.3641 -8.1377 3.5167 0.079 -0.015 0.009
C 4.0879 -7.1768 2.3749 -0.364 -0.211 0.087
O 3.2867 -7.7909 1.3719 0.177 0.142 -0.009
H 4.8704 -9.0304 3.1475 0.047 0.047 -0.023
H 4.9872 -7.6710 4.2818 -0.031 -0.021 0.025
H 3.4296 -8.4642 3.9800 0.001 0.089 0.050
H 5.0206 -6.8685 1.9026 -0.037 -0.005 -0.088
H 3.5738 -6.2809 2.7435 0.165 0.083 0.067
H 2.4561 -8.0562 1.7848 -0.143 -0.096 -0.203
C -1.6521 -9.0620 2.7505 0.016 0.070 0.007
C -0.8549 -9.3691 1.4967 0.021 -0.154 0.318
O 0.5471 -9.2767 1.7446 0.126 0.172 -0.037
H -1.4167 -8.0613 3.1158 -0.031 0.018 -0.059
H -2.7242 -9.1230 2.5578 0.006 -0.025 0.033
H -1.4017 -9.7640 3.5493 -0.075 -0.060 -0.038
H -1.0911 -8.6554 0.7087 0.143 -0.004 -0.031
H -1.0837 -10.3747 1.1313 -0.110 0.052 -0.076
H 0.7652 -9.9146 2.4321 0.006 -0.032 -0.046

=====

158
Properties=species:S:1:pos:R:3:forces:R:3 method="wB97M-V/def2-TZVPD" total_charge=+1 energy_ha=-3796.174352 gap_ev=6.32 e_above_lowest_ev=13.610
C -5.0371 4.3849 5.1449 0.055 -1.037 -0.035
C -4.4901 2.8884 4.6510 0.756 1.208 1.161
C -2.9705 3.1325 4.0824 0.315 -0.648 -0.146
C -2.5340 2.1021 2.8597 -0.465 2.704 -0.754
O -1.3237 1.4154 3.2832 -0.215 -2.713 0.221
C -1.1642 0.0571 2.7874 0.608 1.532 -1.331
C -2.3869 -0.9819 3.2651 -1.096 -3.453 -6.697
O -2.7576 -1.8420 2.2749 2.058 5.427 7.555
C -3.1727 -0.9259 4.7029 -3.050 2.935 -0.730
F -4.5876 -0.5472 4.2926 4.271 -1.257 1.029
F -2.7912 0.2586 5.5615 -0.613 -4.386 -2.425
C -3.3685 -2.3162 5.5022 -3.794 -2.279 0.252
F -4.6539 -2.1488 6.2872 4.440 -0.301 -2.320
F -3.6824 -3.4723 4.5785 1.362 4.064 2.712
C -2.2736 -2.8441 6.5453 0.451 -3.678 2.862
F -1.2328 -3.7886 5.9891 -3.403 3.420 1.220
F -3.0276 -3.7205 7.5264 2.285 2.720 -3.214
C -1.4596 -1.7878 7.4721 5.953 4.209 0.633
O -0.3390 -1.1976 7.0540 -7.377 -4.214 1.778
O -1.8781 -1.4658 8.8766 1.850 -2.739 -3.347
O -1.1223 0.2196 1.2950 0.504 -0.151 2.018
C -0.0172 1.0943 0.9266 0.517 1.531 -1.010
C 1.4493 0.7936 1.5781 0.533 0.890 -4.449
C 2.3126 2.1496 1.2937 -0.102 0.265 -0.539
C 3.9383 1.9835 1.2866 1.128 0.969 1.033
C 4.5143 0.5239 1.7358 0.573 -5.125 -4.433
O 4.4998 -0.4664 0.8141 -0.238 6.017 6.183
O 5.0678 0.1807 3.0744 -0.498 3.219 -3.211
N 1.5100 0.1385 2.9227 -0.087 -1.745 -0.216
C 2.0202 0.8574 4.1174 2.726 1.458 3.962
C 1.0637 1.2701 5.3560 -0.542 0.469 1.810
C 0.8535 2.8830 5.6209 -0.893 -0.158 0.534
C 0.7972 3.8413 4.3192 1.685 0.987 0.109
N 0.0805 5.1524 4.6898 0.719 0.238 -1.580
C 0.2339 -0.7174 3.1332 -2.617 -0.367 2.046
P 0.5085 -2.3728 2.2224 2.167 -0.493 0.144
C 0.5511 -2.3220 0.3554 -0.188 -0.401 -2.157
C -0.3447 -3.8678 2.9704 -1.206 -1.992 0.458
H -6.1872 4.2481 5.3462 2.276 0.768 -0.404
H -4.7760 5.1695 4.3135 -0.890 -1.448 1.620
H -4.4882 4.7166 6.1435 -1.189 -0.791 -2.149
H -5.2073 2.3704 3.8770 1.470 1.146 1.522
H -4.4085 2.2472 5.6516 -0.332 1.099 -2.445
H -2.7914 4.2497 3.7062 -0.658 -2.455 0.791
H -2.2092 2.9551 4.9577 -1.415 0.382 -1.717
H -3.4048 1.4483 2.4476 1.658 0.727 1.063
H -2.2173 2.8201 1.9582 -0.698 -1.740 1.683
H -1.1694 -1.9562 9.4258 -1.418 1.187 -1.025
H -0.2262 2.2591 1.0880 0.002 -2.499 0.087
H 0.1002 0.9981 -0.2593 -0.227 -0.097 2.694
H 1.9382 0.0329 0.7878 -1.036 1.363 2.189
H 2.0199 2.4932 0.1864 0.499 -0.889 2.552
H 2.0620 3.0675 1.9737 0.235 -1.984 -1.183
H 4.3869 2.7844 2.0449 -0.938 -1.685 -1.533
H 4.3480 2.3103 0.2172 -0.748 -1.301 2.396
H 5.5692 1.0206 3.3682 -1.209 -1.743 -0.409
H 2.2230 -0.6534 2.7766 -1.045 0.915 0.165
H 2.6733 1.8368 3.9166 -1.720 -2.231 -0.431
H 2.8537 0.1526 4.6216 -2.054 1.292 -1.446
H 1.5734 0.9035 6.3773 -0.986 0.513 -2.529
H -0.0021 0.7937 5.4057 2.136 0.739 -0.582
H -0.1896 2.9861 6.1869 2.238 -0.156 -1.259
H 1.6595 3.2723 6.4088 -1.636 -0.737 -1.962
H 1.9205 4.1707 4.0823 -2.182 -0.969 0.283
H 0.3883 3.3727 3.3301 0.430 0.595 2.134
H -0.6158 5.4020 3.9397 0.990 -0.464 1.094
H 0.7787 5.9557 4.6706 -1.214 -1.528 0.062
H 0.1254 -1.0627 4.2731 0.783 0.868 -2.311
H 1.6329 -1.9692 -0.0076 -2.560 -0.796 0.908
H -0.2799 -1.7237 -0.2085 1.490 -1.034 1.229
H 0.4643 -3.4434 -0.0483 0.196 2.351 1.113
H -1.4001 -3.7194 3.4469 1.953 -0.199 -1.025
H 0.3300 -4.4281 3.7796 -1.287 1.615 -1.817
H -0.4924 -4.6746 2.1028 0.348 1.951 1.690
C 0.6640 4.7981 -2.4978 -0.329 -0.192 -0.016
C 0.8330 5.3023 -1.0734 0.216 0.402 -0.723
C 0.9028 6.8203 -1.0275 -0.148 0.194 0.284
O 2.0275 4.7576 -0.5183 0.446 -0.265 0.313
H 1.5132 5.0969 -3.1227 -0.091 0.111 0.071
H 0.6277 3.7036 -2.5168 0.013 0.107 0.056
H -0.2547 5.1870 -2.9478 0.182 -0.046 -0.051
H -0.0031 4.9534 -0.4578 0.226 -0.080 0.085
H 1.7604 7.1908 -1.6002 -0.126 -0.106 -0.082
H 1.0368 7.1684 0.0023 -0.085 -0.066 -0.118
H -0.0088 7.2699 -1.4333 0.146 -0.032 0.021
H 2.7754 5.0622 -1.0587 -0.384 -0.058 0.172
C -3.4037 -1.4325 -0.7855 0.186 0.147 -0.055
C -3.7844 -2.5593 -1.7326 -0.497 0.194 0.497
C -5.2745 -2.8543 -1.6723 -0.219 -0.157 -0.326
O -3.0559 -3.7342 -1.3855 0.380 -0.398 0.087
H -3.6339 -1.6982 0.2524 -0.109 0.027 -0.278
H -2.3265 -1.2394 -0.8304 -0.159 0.051 -0.014
H -3.9358 -0.5095 -1.0362 0.056 -0.063 0.030
H -3.5035 -2.2902 -2.7566 0.085 -0.263 0.113
H -5.5711 -3.1705 -0.6659 0.084 0.161 0.014
H -5.5320 -3.6756 -2.3498 0.095 0.159 0.025
H -5.8628 -1.9740 -1.9495 0.039 -0.095 0.066
H -3.2990 -3.9806 -0.4776 0.024 0.161 -0.384
C -2.7839 3.5394 -5.6942 0.016 -0.304 0.131
C -2.9485 4.8530 -4.9467 -0.060 0.033 -0.729
C -3.9682 5.7532 -5.6259 -0.244 0.213 0.173
O -1.6920 5.5233 -4.8876 0.282 0.101 0.081
H -2.4262 3.7117 -6.7155 -0.141 0.064 0.064
H -2.0381 2.9067 -5.2010 -0.115 0.057 0.001
H -3.7304 2.9919 -5.7432 0.123 0.036 -0.042
H -3.2622 4.6535 -3.9163 0.219 0.127 -0.048
H -3.6524 6.0040 -6.6448 -0.016 -0.170 0.050
H -4.0672 6.6999 -5.0840 -0.012 -0.185 -0.020
H -4.9501 5.2722 -5.6729 0.102 0.082 -0.039
H -1.4056 5.7046 -5.7982 -0.164 -0.071 0.385
C 3.3085 -5.0459 -0.9781 -0.262 -0.194 0.071
C 3.4276 -3.9793 -2.0550 0.591 -0.218 0.325
C 4.8298 -3.9377 -2.6411 0.059 0.109 -0.388
O 3.1114 -2.7068 -1.4963 -0.128 0.355 0.113
H 3.9946 -4.8432 -0.1481 0.067 -0.006 -0.152
H 2.2975 -5.0560 -0.5567 0.083 -0.053 -0.115
H 3.5304 -6.0393 -1.3802 -0.022 0.104 0.093
H 2.7016 -4.1771 -2.8511 0.001 0.223 0.148
H 5.5699 -3.6958 -1.8701 -0.100 -0.126 0.043
H 4.9042 -3.1573 -3.4060 -0.032 -0.127 0.071
H 5.0974 -4.8979 -3.0931 0.005 0.097 0.069
H 3.7511 -2.5226 -0.7884 -0.087 -0.034 -0.313
C -3.8518 -8.0125 -3.0843 -0.287 -0.234 0.056
C -3.7326 -6.9459 -4.1612 0.438 0.050 0.436
C -2.3304 -6.9044 -4.7473 0.105 0.040 -0.356
O -4.0488 -5.6734 -3.6024 -0.094 0.092 -0.022
H -3.1656 -7.8099 -2.2542 0.075 -0.001 -0.152
H -4.8627 -8.0227 -2.6629 0.118 -0.016 -0.138
H -3.6298 -9.0060 -3.4864 -0.010 0.080 0.092
H -4.4586 -7.1438 -4.9572 0.019 0.192 0.147
H -1.5903 -6.6624 -3.9762 -0.103 -0.124 0.041
H -2.2560 -6.1240 -5.5122 -0.071 -0.150 0.066
H -2.0628 -7.8645 -5.1993 0.025 0.105 0.049
H -3.4091 -5.4893 -2.8946 -0.248 0.122 -0.162
C 1.2384 0.7294 -4.4100 0.340 0.033 0.017
C 0.4619 0.0343 -3.3029 -0.205 0.000 -0.733
C -0.8315 -0.5684 -3.8274 -0.140 -0.273 0.147
O 0.1619 0.9745 -2.2746 -0.091 0.370 0.389
H 0.6557 1.5515 -4.8408 -0.092 -0.130 -0.012
H 2.1608 1.1691 -4.0156 -0.083 -0.151 -0.049
H 1.4982 0.0288 -5.2097 -0.028 0.122 0.094
H 1.0806 -0.7523 -2.8574 -0.066 0.205 0.150
H -1.4875 0.2076 -4.2375 0.134 0.005 -0.080
H -1.3857 -1.0546 -3.0174 0.133 -0.012 -0.107
H -0.6337 -1.3080 -4.6096 -0.059 0.104 0.089
H -0.3872 1.6768 -2.6611 0.192 -0.302 0.090
C 8.4467 -1.8636 -4.2121 0.052 -0.361 0.064
C 7.4983 -1.2892 -5.2523 0.387 0.439 0.371
C 8.0944 -0.0660 -5.9304 -0.038 0.082 -0.366
O 6.2704 -0.9295 -4.6242 -0.328 0.034 0.124
H 8.6536 -1.1315 -3.4235 0.035 0.055 -0.156
H 7.9995 -2.7360 -3.7235 0.060 0.078 -0.139
H 9.3956 -2.1649 -4.6668 -0.082 0.041 0.099
H 7.2704 -2.0525 -6.0041 -0.185 0.125 0.168
H 8.2888 0.7299 -5.2027 0.077 -0.149 0.037
H 7.3958 0.3440 -6.6676 0.110 -0.133 0.064
H 9.0327 -0.3133 -6.4366 -0.090 0.079 0.064
H 6.4631 -0.2519 -3.9549 -0.030 -0.320 -0.317